{
  "formula": "C29H68B3F18N7O11",
  "method": "ωB97M-V with the def2-TZVPD basis set",
  "homo_lumo_gap_ev": 4.55,
  "e_lumo_ev": -5.158,
  "total_charge": 2,
  "symbols": ["C", "C", "O", "N", "H", "H", "C", "H", "H", "H", "H", "H", "H", "C", "C", "O", "N", "H", "H", "C", "H", "H", "H", "H", "H", "H", "C", "C", "O", "N", "H", "H", "C", "H", "H", "H", "H", "H", "H", "C", "C", "O", "N", "H", "H", "C", "H", "H", "H", "H", "H", "H", "C", "C", "O", "N", "H", "H", "C", "H", "H", "H", "H", "H", "H", "C", "C", "O", "N", "H", "H", "C", "H", "H", "H", "H", "H", "H", "C", "C", "O", "N", "H", "H", "C", "H", "H", "H", "H", "H", "H", "C", "O", "O", "C", "F", "F", "F", "C", "C", "H", "H", "H", "H", "H", "H", "C", "O", "O", "C", "F", "F", "F", "C", "C", "H", "H", "H", "H", "H", "H", "B", "F", "F", "F", "F", "B", "F", "F", "F", "F", "B", "F", "F", "F", "F"],
  "xyz": [[-9.12543, -7.11336, -10.78611], [-10.27956, -6.24868, -11.18350], [-10.31148, -5.53476, -12.13283], [-11.31175, -5.90488, -10.12161], [-10.83235, -5.71662, -9.21807], [-11.81444, -5.05394, -10.36547], [-12.41380, -6.94792, -9.97367], [-8.62162, -6.73185, -9.90412], [-8.51263, -7.12514, -11.68678], [-9.43710, -8.15795, -10.73763], [-12.06931, -7.87396, -9.53108], [-12.83058, -7.08227, -10.96616], [-13.11162, -6.44870, -9.30492], [-12.91640, -3.11375, -5.38063], [-11.45484, -2.85381, -5.14515], [-11.00779, -1.75895, -5.20770], [-10.60294, -4.07437, -4.95383], [-10.52922, -4.26164, -3.95157], [-11.12127, -4.82731, -5.45969], [-9.19287, -3.94415, -5.45819], [-13.09231, -3.42985, -6.41117], [-13.51011, -2.21047, -5.27043], [-13.29239, -3.85525, -4.67206], [-8.83646, -2.99474, -5.05975], [-9.20895, -3.85521, -6.53767], [-8.59534, -4.76587, -5.07940], [-13.72302, -2.23951, -14.01210], [-15.02388, -2.07487, -13.33038], [-15.57252, -1.08955, -12.98064], [-15.75224, -3.41119, -13.17862], [-16.50272, -3.50374, -13.86592], [-15.11828, -4.17282, -13.42549], [-16.17083, -3.66064, -11.72719], [-13.81649, -2.54218, -15.05483], [-13.01059, -2.79640, -13.39908], [-13.21461, -1.27253, -14.05943], [-15.21486, -3.49597, -11.24307], [-16.45943, -4.70716, -11.71953], [-16.99101, -3.01611, -11.43642], [-13.51248, -8.30940, -16.54791], [-14.83115, -8.42188, -15.85042], [-15.85907, -8.05992, -16.34022], [-14.84394, -9.06600, -14.52238], [-14.31752, -9.98378, -14.58634], [-14.16410, -8.57359, -13.91418], [-16.21449, -9.16266, -13.91600], [-13.59259, -7.57338, -17.33714], [-13.19388, -9.32127, -16.82879], [-12.67050, -8.07365, -15.88982], [-16.06528, -9.47887, -12.88838], [-16.79468, -9.84144, -14.53125], [-16.65902, -8.17568, -13.95972], [-22.77951, -10.39838, -9.42533], [-22.22065, -9.87614, -8.13958], [-22.40705, -8.80285, -7.68703], [-21.28954, -10.83571, -7.37330], [-21.64474, -11.12665, -6.46105], [-21.20593, -11.65337, -7.97852], [-19.90726, -10.24432, -7.23193], [-23.53532, -11.15913, -9.20849], [-22.05679, -10.86573, -10.09337], [-23.26832, -9.51901, -9.83917], [-19.87714, -9.18794, -6.99493], [-19.38707, -10.52337, -8.14740], [-19.36945, -10.80370, -6.46598], [-19.18160, -3.51513, -5.37726], [-19.16206, -4.89665, -5.95656], [-18.57120, -5.79600, -5.46714], [-19.92450, -5.14905, -7.24124], [-19.69687, -4.42139, -7.92694], [-19.48466, -5.89583, -7.83224], [-21.38002, -5.37530, -7.00919], [-18.30558, -2.93984, -5.67506], [-18.99745, -3.67207, -4.31145], [-20.13815, -2.99750, -5.40115], [-21.82304, -5.55711, -7.98429], [-21.81006, -4.44431, -6.64081], [-21.58074, -6.15710, -6.28583], [-22.22449, -5.18136, -12.72399], [-22.09435, -6.47011, -11.97486], [-22.94930, -7.00448, -11.34756], [-20.72044, -7.03765, -11.93943], [-20.04122, -6.36953, -12.30032], [-20.42649, -7.14105, -10.94084], [-20.53468, -8.41714, -12.53305], [-21.99273, -5.36344, -13.77601], [-21.58369, -4.45914, -12.21235], [-23.24095, -4.79844, -12.70212], [-21.24360, -9.15141, -12.16474], [-19.57243, -8.73709, -12.13725], [-20.53846, -8.32698, -13.61383], [-18.24675, -7.53325, -9.13460], [-17.42441, -6.60164, -8.38516], [-19.48904, -7.05188, -9.34078], [-17.46360, -7.88135, -10.43510], [-16.14555, -7.72811, -10.39939], [-17.66978, -9.17895, -10.72582], [-17.95134, -7.18766, -11.51830], [-16.57946, -7.37084, -7.52364], [-15.64527, -6.41200, -6.78926], [-15.12757, -6.98355, -6.00971], [-14.70888, -6.22670, -7.33252], [-16.07906, -5.45943, -6.50478], [-15.96326, -8.12460, -8.01254], [-17.22623, -7.89351, -6.81650], [-18.30900, -8.46884, -8.56632], [-11.88795, -10.75742, -13.65211], [-12.93416, -10.30458, -12.75320], [-12.46848, -11.21629, -14.75054], [-10.81243, -9.66974, -13.57132], [-10.36341, -9.53039, -12.29673], [-9.69710, -9.96606, -14.27481], [-11.19030, -8.45265, -13.99865], [-13.11314, -10.88563, -11.46322], [-14.23265, -10.20426, -10.66143], [-15.25595, -10.51565, -10.87530], [-14.04071, -10.30427, -9.59590], [-14.30972, -9.16481, -11.00853], [-12.19192, -10.82451, -10.88225], [-13.43824, -11.91068, -11.65523], [-11.31748, -11.58839, -13.18273], [-16.77935, -11.73583, -8.00294], [-15.73712, -12.44782, -7.42475], [-16.60623, -11.75616, -9.39891], [-17.98580, -12.46505, -7.71409], [-16.89872, -10.44780, -7.47856], [-13.91097, -6.01585, -13.28106], [-13.69485, -5.05744, -12.26704], [-15.24533, -6.46044, -13.21821], [-13.67149, -5.59747, -14.59830], [-13.07323, -7.10975, -13.10874], [-10.08819, -6.67139, -7.10300], [-11.21364, -6.24006, -6.34997], [-10.45042, -7.72575, -7.92997], [-9.62514, -5.60215, -7.94016], [-9.04967, -7.06814, -6.28165]],
  "atomic_forces_ev_per_a": [[-0.7958, -0.8629, -1.2637], [1.1870, 1.8972, 0.2231], [-0.5082, -0.4259, -0.2814], [-0.5562, -1.0567, 0.6806], [0.1056, -0.4354, -0.2689], [0.4011, 0.0752, -0.6564], [0.0958, 0.6408, 0.1134], [-0.0773, -0.1608, 0.1022], [0.3547, 0.3352, 0.2408], [-0.0397, 0.0505, 0.7629], [0.3060, 0.0955, -0.0620], [-0.0802, -0.1661, 0.0781], [-0.3351, -0.3772, -0.0098], [-0.2732, -0.4851, 0.4028], [-1.0942, 1.3616, -0.7525], [0.9394, -0.4161, 0.3164], [-0.0607, 0.2917, -0.2163], [-0.3786, -0.3116, -0.0213], [0.6332, -0.5625, 0.4064], [0.0000, 1.0788, 0.2258], [0.2324, -0.4170, 0.0740], [0.3901, 0.2157, 0.2301], [-0.0882, -0.1911, -0.2749], [0.1433, -0.1171, 0.0590], [0.0272, -0.3847, -0.0045], [-0.1356, -0.1842, -0.2563], [1.2140, 1.3874, 0.3031], [0.0335, 0.2132, -0.9853], [-0.2134, -0.3187, 0.3804], [-0.4425, -0.1985, 0.4123], [-0.2462, 0.3541, 0.1958], [0.3028, -0.0331, 0.0239], [0.3911, -0.2991, -1.5108], [-0.0549, -0.7121, 0.2228], [-0.3476, -0.8367, -0.3965], [-0.4925, 0.2306, -0.0041], [-0.4054, -0.0995, 0.7819], [0.0869, -0.0917, 0.3842], [0.2342, 0.2851, -0.0264], [0.5609, -0.4946, 1.0773], [0.4636, 0.5155, -1.2588], [-0.2715, -0.1026, 0.5521], [0.4054, -0.3754, 0.2020], [0.1047, -0.2522, -0.0019], [-0.2055, 0.0971, 0.1525], [0.9040, 0.1136, -0.2791], [-0.0241, -0.2794, -0.2617], [-0.3056, 0.0181, -0.5106], [-0.3439, 0.3551, 0.2739], [-0.2071, -0.2429, -0.0381], [-0.0156, -0.2105, 0.2252], [0.0281, 0.0161, 0.0638], [-0.2943, 0.1380, 0.4737], [0.0650, -0.1230, 0.0202], [0.1274, 0.0166, 0.3528], [0.0045, 0.4851, -0.6531], [-0.3006, 0.1467, -0.0708], [0.1914, -0.3703, 0.4461], [1.0549, -0.9692, 0.0178], [-0.0252, 0.0226, 0.0478], [0.1896, 0.1814, 0.0695], [-0.0053, -0.2409, -0.4573], [-0.5818, 0.0598, -0.1849], [0.1280, 0.4590, 0.0119], [-0.1413, -0.0153, -0.0241], [-0.1473, -0.3151, 1.1048], [0.5046, 0.1365, 0.1906], [-0.2553, -0.4207, -0.3042], [0.9129, 0.0259, -0.3206], [-0.7629, 0.6733, 0.4617], [-0.1337, -1.3146, 0.2705], [-0.2505, 1.0693, -0.5939], [-0.3019, 0.1921, -0.5745], [-0.0118, -0.1150, -0.0218], [0.1507, 0.2226, -0.6481], [-0.0822, -0.4169, 0.1303], [0.0316, -0.0265, 0.1026], [0.3673, -0.2619, -0.1881], [-0.1804, -0.3247, -0.0294], [-0.9484, 0.5562, 0.2913], [0.3043, -0.4484, -0.0620], [-0.1276, -0.5979, 0.3108], [0.0943, -0.2541, -0.3341], [0.3845, 0.1830, 0.9681], [0.7256, 0.2120, 0.1326], [0.4867, 0.3489, 0.0612], [0.2422, 0.1214, -0.5085], [-0.0806, -0.2418, 0.2572], [-0.5262, 0.5154, -0.0024], [0.0965, -0.0378, -0.4706], [-0.0109, -0.2194, -0.0167], [-0.1453, 0.4854, 0.2139], [-0.4846, -0.7555, -0.6415], [-0.2231, 0.6157, -0.4701], [-0.3107, -0.8036, -0.0303], [-0.2609, 0.6220, -0.0143], [-0.3208, -0.0565, -0.2038], [0.3790, 0.3092, 0.0941], [0.5889, 0.9796, 1.1312], [1.3949, -1.0260, -0.3948], [-0.8695, 0.2909, 0.7578], [-0.4926, 0.4408, -0.8267], [-0.1285, -0.1449, 0.4126], [-0.2914, -0.0135, -0.3757], [0.0874, -0.0650, 0.1059], [0.5211, -0.1298, -0.0002], [-0.7616, -2.8277, 0.0638], [-0.6425, 1.5622, 1.0111], [0.3233, 2.0593, -0.3366], [0.6319, 0.2586, -1.2224], [-0.3493, 0.2023, 0.3366], [-0.3846, -0.2399, -0.0689], [-0.0631, 0.2169, 0.0482], [-0.5356, -0.4194, -0.4241], [-0.0346, 0.7869, -1.2090], [0.2437, -0.8225, 0.1052], [-0.1782, 0.1734, 0.0519], [0.6560, 0.2599, 0.5467], [0.1031, -0.2647, -0.0781], [0.5154, -0.3166, 0.4111], [-0.1140, -0.0345, 0.5631], [0.3685, -2.1585, -0.3506], [0.1155, 0.5162, 0.2311], [-0.3540, 0.6823, 0.1242], [-0.5304, 0.5375, 0.0255], [-0.2146, 0.7483, -0.0373], [0.9156, -1.8483, -1.0719], [-0.0267, 0.5091, -0.1966], [-0.6081, 0.5710, 0.3359], [-0.4399, 1.2903, 0.4518], [-0.1773, -0.0331, 0.7833], [1.2943, -1.5541, -0.1385], [-0.3352, 0.5064, -0.0033], [-0.4127, 0.2877, -0.0935], [-0.5486, 0.4665, 0.0416], [-0.3401, 0.5564, 0.2593]]
}